(1)
{
  "formula": "C8H14N2O5S",
  "method": "ωB97M-V with the def2-TZVPD basis set",
  "species": ["C", "C", "C", "C", "C", "C", "C", "C", "H", "H", "H", "H", "H", "H", "H", "H", "H", "H", "H", "H", "H", "H", "N", "N", "O", "O", "O", "O", "O", "S"],
  "positions_angstrom": [[-1.2003, -1.2330, -0.1905], [0.3274, -1.0733, -0.2283], [-1.9603, -0.5379, 1.0451], [-3.4455, -0.3798, 0.6935], [-3.2916, 1.0200, 0.0395], [2.4746, 0.3476, -0.0283], [2.4169, 1.8583, 0.1874], [2.9357, 0.0760, -1.3407], [-1.1726, -3.3514, -0.6813], [-0.6884, -2.9276, 1.0385], [-1.6200, -1.1276, -1.2950], [-1.7584, -1.2016, 1.8749], [-1.3480, 0.3318, 1.2702], [-3.5784, -1.2139, -0.1645], [-4.3050, -0.3447, 1.5662], [-4.2000, 2.6928, -0.1108], [0.3850, 1.1491, 0.0706], [2.7367, -0.3300, 0.7924], [3.0124, -1.0026, -1.4521], [2.1919, 0.6777, -1.9598], [5.4402, -0.9985, -1.6819], [3.1018, 3.2792, 1.3866], [-1.4992, -2.7859, 0.2250], [0.9186, 0.2574, -0.1241], [1.0793, -2.0091, 0.0256], [-2.2291, 1.5372, -0.0180], [-4.4810, 1.6447, -0.0569], [1.8734, 2.6878, -0.5164], [3.2116, 2.2159, 1.2011], [4.6721, 0.7414, -1.5679]],
  "fmax_ev_per_a": 6.07,
  "e_lumo_ev": -0.6,
  "e_above_lowest_kj_mol": 674.1
}

***

(2)
{
  "formula": "C8H14N2PPb",
  "method": "ωB97M-V with the def2-TZVPD basis set",
  "species": ["C", "C", "C", "C", "C", "Pb", "P", "H", "H", "H", "H", "H", "H", "H", "H", "C", "N", "C", "C", "N", "H", "H", "H", "H", "H", "H"],
  "positions_angstrom": [[-0.5654, -0.6217, -4.0995], [0.6868, -0.6255, -4.7872], [1.2824, 0.6555, -4.6195], [0.3261, 1.5171, -3.9876], [-0.7899, 0.7155, -3.6057], [1.0014, -1.7145, -0.2109], [-1.2404, -2.9719, 0.2634], [-1.2630, -1.4559, -4.0193], [1.1259, -1.4740, -5.3059], [2.2618, 0.9586, -4.9772], [-1.6750, 1.0530, -3.0756], [0.4493, 2.5809, -3.7984], [-1.4351, -4.0497, 1.2040], [-1.4840, -3.6756, -0.9714], [-2.4233, -2.1452, 0.3916], [-0.8007, 0.9372, 4.5063], [0.2573, 0.9394, 3.4817], [1.5656, 1.5247, 3.8304], [0.1138, 0.3254, 2.3577], [0.1233, -0.3033, 1.3466], [-0.3719, 1.3780, 5.4099], [-1.1373, -0.0870, 4.7269], [-1.6669, 1.5307, 4.1800], [2.3703, 0.7923, 3.6790], [1.7747, 2.4001, 3.2009], [1.5142, 1.8158, 4.8797]],
  "fmax_ev_per_a": 5.30,
  "e_lumo_ev": 2.1,
  "charge": -1,
  "e_above_lowest_kj_mol": 0.0
}

***

(3)
{
  "formula": "C8H14N2PSn",
  "method": "ωB97M-V with the def2-TZVPD basis set",
  "species": ["C", "C", "C", "C", "C", "Sn", "P", "H", "H", "H", "H", "H", "H", "H", "H", "C", "N", "C", "C", "N", "H", "H", "H", "H", "H", "H"],
  "positions_angstrom": [[-1.8817, -2.7512, -1.0502], [-2.6593, -3.2922, -2.1182], [-3.3468, -2.2144, -2.7591], [-3.0320, -1.0060, -2.0634], [-2.1340, -1.3242, -1.0019], [1.6532, -1.4373, -0.3649], [0.8253, -2.3569, 1.9121], [-1.1844, -3.2934, -0.4073], [-2.7135, -4.3358, -2.4094], [-3.9763, -2.3022, -3.6402], [-1.6911, -0.6233, -0.2875], [-3.4016, -0.0154, -2.3175], [1.8722, -2.4433, 2.8844], [0.2935, -3.6891, 1.8146], [-0.1791, -1.5065, 2.4753], [0.9447, 3.7812, 1.0129], [1.8624, 2.6620, 0.7334], [3.3178, 2.9313, 0.8575], [1.3930, 1.4849, 0.5150], [0.8238, 0.4524, 0.3267], [1.5654, 4.6470, 1.2506], [0.2710, 3.5595, 1.8555], [0.3334, 4.0102, 0.1263], [3.7804, 2.3672, 1.6797], [3.8413, 2.6930, -0.0786], [3.4225, 4.0027, 1.0541]],
  "fmax_ev_per_a": 4.09,
  "e_lumo_ev": [2.3, 2.4],
  "charge": -1,
  "e_above_lowest_kj_mol": 53.8
}

***

(4)
{
  "formula": "C8H14N3O",
  "method": "ωB97M-V with the def2-TZVPD basis set",
  "species": ["C", "N", "C", "C", "C", "C", "N", "C", "N", "O", "C", "C", "H", "H", "H", "H", "H", "H", "H", "H", "H", "H", "H", "H", "H", "H"],
  "positions_angstrom": [[2.4296, 0.2215, 1.2248], [1.3793, -0.4842, 0.5050], [0.0737, -0.2713, 0.3280], [-0.6892, -1.3840, -0.3865], [-1.7265, -0.7089, -1.2302], [-2.1040, 0.4717, -0.3439], [-0.7298, 0.8447, 0.1897], [-0.3489, 2.2248, 0.4667], [-1.4273, 3.0041, 0.6446], [0.8156, 2.4596, 0.3547], [0.5361, -1.9744, -1.0477], [1.6673, -1.8236, 0.0174], [2.5990, 1.2842, 0.8456], [3.4635, -0.4068, 1.0842], [2.1523, 0.4481, 2.3042], [-1.1056, -2.1069, 0.3964], [-2.6052, -1.2177, -1.6763], [-1.3243, -0.3571, -2.2575], [-2.2839, 1.4681, -0.8787], [-2.8329, 0.3622, 0.5219], [-2.1341, 2.8861, 1.3707], [-1.2679, 3.9613, 0.5602], [0.7812, -1.5803, -2.0225], [0.3614, -2.9988, -1.2890], [1.6398, -2.5451, 0.8107], [2.6808, -1.7772, -0.4926]],
  "fmax_ev_per_a": 3.30,
  "e_lumo_ev": -3.5,
  "charge": 1,
  "e_above_lowest_kj_mol": 32.1,
  "smiles": "C[N+]1=C2[C@@H](CCN2C(N)=O)CC1"
}

***

(5)
{
  "formula": "C8H14NO",
  "method": "ωB97M-V with the def2-TZVPD basis set",
  "species": ["C", "C", "C", "C", "C", "C", "C", "C", "N", "O", "H", "H", "H", "H", "H", "H", "H", "H", "H", "H", "H", "H", "H", "H"],
  "positions_angstrom": [[1.9990, 2.0290, -0.1514], [2.4655, 0.8499, -0.2097], [-1.7718, 0.5873, 0.7902], [1.2746, 3.0947, -0.3236], [-0.5029, -0.0915, 0.9373], [3.0224, -1.6173, 0.1926], [-2.7153, -0.9220, -0.8206], [3.2912, -0.1577, -0.0758], [-2.7474, 0.2941, 0.0041], [-3.8227, 1.1262, -0.0362], [-4.0224, 1.0899, -0.9922], [1.5356, 4.1156, -0.5823], [0.1574, 3.2556, -0.1143], [0.3979, 0.5386, 0.5735], [-0.6237, -1.1592, 0.7351], [-0.0505, -0.2093, 1.8861], [2.0134, -1.7583, 0.2950], [3.5590, -2.0567, 0.9920], [3.4245, -2.1107, -0.7462], [-2.2278, -1.6928, -0.4378], [-2.4030, -0.5644, -1.7138], [-3.8338, -1.1470, -1.0117], [-2.0393, 1.4592, 1.2662], [4.2948, -0.0122, -0.1071]],
  "fmax_ev_per_a": 7.27,
  "e_lumo_ev": -4.1,
  "charge": 1,
  "e_above_lowest_kj_mol": 690.7
}

***

(6)
{
  "formula": "C8H14NOS",
  "method": "ωB97M-V with the def2-TZVPD basis set",
  "species": ["C", "C", "C", "C", "S", "C", "C", "C", "C", "O", "N", "H", "H", "H", "H", "H", "H", "H", "H", "H", "H", "H", "H", "H", "H"],
  "positions_angstrom": [[1.0102, 1.9070, 2.6584], [-0.0886, 1.0866, 2.9802], [-0.9985, 0.3546, 1.9724], [-0.8394, -1.2322, 2.0756], [-0.8159, -1.9187, 0.3672], [-0.9127, -0.2459, -0.3068], [-0.9194, -0.2335, -1.8480], [0.5776, -0.0642, -2.3306], [1.3514, -1.4126, -2.4455], [0.5812, 0.5877, -3.5951], [-0.9565, 0.7374, 0.5536], [0.9394, 3.0062, 2.8127], [1.9965, 1.5351, 2.2999], [-0.3114, 0.9232, 4.0589], [-2.0175, 0.4794, 2.4139], [-0.0978, -1.6056, 2.8055], [-1.8057, -1.6153, 2.4773], [-1.5598, 0.5935, -2.2397], [-1.3471, -1.1650, -2.2783], [1.0768, 0.5757, -1.5568], [1.5424, -1.8566, -1.4416], [2.3470, -1.1662, -2.8856], [0.8775, -2.1297, -3.1474], [1.3352, 1.1828, -3.5607], [-0.9649, 1.6765, 0.1605]],
  "fmax_ev_per_a": 3.29,
  "e_lumo_ev": -4.2,
  "charge": 1,
  "e_above_lowest_kj_mol": 263.1
}